Entry 1:
DFT (the ωB97M-V functional and the def2-TZVPD basis) results for a structure of composition C20H33N6O3PW in a non-equilibrium geometry.

The geometry in XYZ format:
```
64
Properties=species:S:1:pos:R:3:nbo_charge:R:1
W -1.304 2.592 -0.681 1.07
P 0.919 -2.321 0.469 2.39
O 1.130 1.412 1.595 -0.41
O -2.769 -0.558 0.128 -0.36
O 0.213 -1.248 -0.275 -1.09
N -1.781 2.804 1.663 -0.49
N 2.562 -2.409 0.115 -0.53
N 0.252 -3.824 0.147 -0.64
N 1.339 2.000 -1.480 -0.48
N -1.393 0.827 -2.107 -0.48
N 0.847 -2.182 2.151 -0.79
C -1.854 0.138 -2.934 0.62
C 3.200 -3.658 -0.282 -0.44
C -2.349 2.759 2.673 0.60
C -0.597 -4.009 -1.028 -0.43
C -2.257 0.470 0.218 0.69
C -0.348 -1.579 2.742 -0.40
C 0.285 1.299 0.807 0.68
C -2.902 3.995 -0.617 -0.22
C 0.138 -4.847 1.182 -0.43
C 3.234 -1.221 -0.433 -0.44
C -2.922 3.368 -1.863 -0.25
C -2.482 -0.829 -3.799 -0.77
C 2.385 2.512 -1.473 0.48
C -1.759 3.307 -2.635 -0.19
C -2.909 2.682 3.998 -0.77
C -1.707 4.603 -0.161 -0.18
C 2.044 -2.151 2.987 -0.40
C -0.586 3.908 -2.189 -0.24
C -0.551 4.554 -0.952 -0.28
C 3.764 2.918 -1.532 -0.76
H -3.975 2.936 3.973 0.32
H 2.559 -0.353 -0.466 0.22
H -2.396 3.390 4.661 0.33
H -1.655 5.172 0.754 0.32
H 0.297 3.911 -2.804 0.32
H -0.845 -3.038 -1.476 0.22
H 3.839 4.011 -1.615 0.30
H -1.926 -0.932 -4.743 0.32
H 3.585 -1.433 -1.457 0.25
H 2.053 -3.020 3.666 0.24
H -3.833 2.893 -2.226 0.32
H 3.977 -3.929 0.444 0.29
H -3.515 -0.527 -4.042 0.32
H -0.082 -4.623 -1.784 0.25
H -0.211 -1.527 3.829 0.25
H -1.758 2.805 -3.583 0.30
H 4.227 2.457 -2.415 0.31
H 2.941 -2.189 2.353 0.21
H -3.803 4.003 -0.012 0.31
H 0.356 5.048 -0.633 0.32
H -0.701 -5.506 0.930 0.25
H 4.110 -0.976 0.190 0.25
H 1.057 -5.449 1.251 0.24
H 3.669 -3.533 -1.265 0.25
H -2.505 -1.811 -3.297 0.31
H -0.046 -4.375 2.157 0.24
H -0.513 -0.562 2.357 0.15
H 2.068 -1.234 3.596 0.22
H 4.285 2.579 -0.626 0.30
H -1.527 -4.517 -0.734 0.24
H -2.797 1.666 4.399 0.31
H 2.461 -4.461 -0.341 0.25
H -1.238 -2.185 2.519 0.22
```

Results
- total charge = +4
- ⟨S²⟩ = 2.013
- spin multiplicity = 3
- energy above the lowest of the compared OMol25 structures with the same formula, charge and spin (eV) = 0.000

Entry 2:
DFT (the ωB97M-V functional and the def2-TZVPD basis) results for the molecule C20H33NO3.

The geometry in XYZ format:
```
57
Properties=species:S:1:pos:R:3:nbo_charge:R:1
O -2.840 2.537 -0.048 -0.51
O 2.046 -1.358 0.910 -0.76
O 5.237 2.020 1.038 -0.52
N 3.321 0.626 -0.519 -0.48
C 4.733 0.286 -0.584 -0.25
C -4.942 -0.714 -0.142 -0.61
C -0.773 -0.267 -1.260 -0.22
C 3.175 2.047 -0.246 -0.25
C 1.215 -1.452 -0.228 0.24
C 0.611 -2.873 -0.222 -0.39
C 2.569 0.166 -1.680 -0.22
C 0.122 -0.396 -0.206 -0.07
C 5.395 0.651 0.745 -0.07
C -0.165 -3.208 1.055 -0.41
C -5.088 1.757 0.492 -0.42
C -1.910 1.540 -0.150 0.28
C -1.632 -2.797 1.012 -0.61
C -4.736 0.338 0.941 -0.40
C -0.997 1.433 0.897 -0.25
C 2.085 -1.276 -1.498 -0.42
C 0.001 0.480 0.866 -0.21
C -4.142 2.341 -0.564 -0.06
C 3.872 2.363 1.078 -0.07
C -1.773 0.687 -1.242 -0.24
H -2.433 0.766 -2.094 0.21
H 6.470 0.469 0.704 0.20
H 2.112 2.285 -0.165 0.22
H 3.170 0.240 -2.600 0.18
H -2.132 -3.260 0.162 0.19
H -4.493 3.338 -0.847 0.19
H 0.332 -2.725 1.896 0.22
H 3.830 3.433 1.289 0.20
H 1.449 -3.567 -0.313 0.21
H 3.621 2.661 -1.047 0.17
H -6.101 1.771 0.083 0.20
H -2.136 -3.120 1.921 0.21
H -5.064 2.417 1.362 0.21
H 4.951 0.043 1.548 0.17
H -1.738 -1.720 0.926 0.21
H 1.521 -1.566 -2.384 0.21
H 2.607 -0.574 0.762 0.50
H 3.372 1.811 1.889 0.16
H -5.367 0.089 1.798 0.20
H -0.698 -0.919 -2.118 0.21
H -1.093 2.108 1.734 0.22
H 0.682 0.394 1.698 0.23
H -4.244 -0.577 -0.963 0.20
H -3.698 0.310 1.281 0.21
H -0.032 -2.999 -1.093 0.19
H -5.956 -0.666 -0.534 0.20
H -4.778 -1.708 0.269 0.22
H 5.236 0.829 -1.403 0.17
H 1.698 0.815 -1.799 0.21
H -0.114 -4.288 1.215 0.20
H -4.137 1.713 -1.458 0.17
H 2.940 -1.949 -1.408 0.21
H 4.837 -0.786 -0.758 0.21
```

Results
- spin multiplicity = 1
- energy above the lowest of the compared OMol25 structures with the same formula, charge and spin (eV) = 0.328

Entry 3:
DFT (the ωB97M-V functional and the def2-TZVPD basis) results for a cluster of 2 separate species, C20H34BF6N2O6P2S in total in a non-equilibrium geometry.

The geometry in XYZ format:
```
72
Properties=species:S:1:pos:R:3:mulliken_charge:R:1
S -0.544 -4.421 -0.472 -0.27
P 1.284 -3.855 -0.319 0.13
P 1.023 3.497 -5.178 1.00
F 1.548 3.018 -6.678 -0.37
F -0.176 2.402 -5.413 -0.30
F 1.295 4.950 -5.933 -0.34
F 1.858 4.187 -3.927 -0.30
F -0.281 4.278 -4.510 -0.36
F 1.913 2.227 -4.632 -0.29
O -0.558 -1.214 -2.247 -0.75
O 0.248 0.763 -2.980 -0.48
O -1.678 -0.131 1.416 -0.01
O 2.743 2.986 -1.374 -0.15
O 1.919 -1.502 3.710 -0.47
O 2.493 2.327 0.892 -0.63
N 2.065 0.645 -0.899 0.62
N 1.557 -2.123 -0.698 0.85
C 0.791 0.355 4.780 -0.98
C -4.518 -2.635 -0.674 -0.66
C 4.005 3.599 -1.099 -0.79
C -2.598 1.836 0.215 -1.65
C -1.643 0.629 0.198 0.01
C 1.239 -0.848 1.500 -0.40
C 0.738 -1.161 0.087 -0.07
C 1.523 -2.025 2.446 -0.99
C -6.160 -1.155 0.125 -0.69
C 0.813 -1.178 4.547 -0.10
C -5.798 -2.188 -0.700 -0.37
C -3.921 -1.055 0.960 0.74
C -2.963 -0.393 1.926 -1.20
C 3.090 -0.291 -1.236 -1.12
C -0.228 1.189 -0.036 -2.22
C 0.701 0.168 -0.694 0.01
C 0.078 -0.100 -2.132 0.03
C -5.216 -0.618 0.943 -0.48
C -3.573 -2.082 0.132 0.52
C 3.005 -1.707 -0.642 -0.53
B 2.427 1.999 -0.506 0.76
H -2.430 2.488 -0.639 0.54
H 2.392 -2.603 2.117 0.12
H -0.259 -1.589 0.175 0.16
H 0.530 -0.224 2.034 0.29
H 1.768 0.734 4.480 0.28
H 0.649 -2.679 2.560 0.45
H 0.113 1.528 0.947 0.33
H 3.472 -1.871 0.327 0.34
H -6.555 -2.626 -1.338 0.37
H -1.980 0.001 -0.633 0.47
H 2.022 -4.488 -1.342 0.14
H 0.694 0.579 5.844 0.37
H -2.811 -1.104 2.750 0.38
H -0.145 -1.520 4.147 0.09
H 0.946 -1.644 5.528 0.45
H -2.499 2.405 1.147 0.31
H 4.521 3.702 -2.054 0.24
H -0.368 2.041 -0.699 1.13
H -3.644 1.523 0.162 0.36
H -2.550 -2.439 0.124 -0.18
H 3.120 -0.425 -2.336 0.47
H 3.321 1.962 1.229 0.28
H -3.438 0.476 2.397 0.40
H -7.165 -0.754 0.141 0.37
H 3.862 4.570 -0.624 0.26
H 4.659 2.981 -0.467 0.36
H 1.913 -4.178 0.892 0.08
H -4.227 -3.456 -1.320 0.39
H -5.503 0.185 1.617 0.33
H 0.012 0.859 4.209 0.17
H 4.073 0.122 -0.982 0.40
H 2.158 -0.259 1.476 -0.13
H 1.317 -2.086 -1.713 0.70
H 3.534 -2.354 -1.349 0.55
```

Results
- total charge = -1
- spin multiplicity = 1
- DFT total energy (eV) = -82956.05182

Entry 4:
DFT (the ωB97M-V functional and the def2-TZVPD basis) results for a cluster of 2 separate species, C20H34BN2O4 in total in a non-equilibrium geometry.

The geometry in XYZ format:
```
61
Properties=species:S:1:pos:R:3:nbo_charge:R:1
O 3.153 0.701 2.750 -0.48
O 2.599 -0.355 0.836 -0.69
O -2.087 0.154 -0.687 -0.50
O 2.469 -2.585 1.561 -0.87
N -4.072 0.403 1.826 -0.64
N -1.827 0.723 2.680 -0.28
C -1.088 0.016 3.560 0.07
C 2.220 1.382 -5.904 -0.40
C 1.116 0.585 -3.105 -0.40
C 1.159 -0.346 -4.315 -0.40
C 0.945 1.682 -6.688 -0.61
C -3.306 0.813 2.949 -0.04
C 0.857 0.413 2.298 -0.03
C 2.330 0.267 2.005 0.78
C -1.261 1.313 1.611 0.32
C 0.043 -1.980 6.509 -0.36
C 0.262 -1.987 5.176 -0.21
C 1.067 -0.941 4.459 -0.48
C -4.352 -1.036 1.745 -0.42
C 2.385 0.536 -2.255 -0.60
C 2.261 -0.032 -5.328 -0.40
C -2.224 1.345 -0.664 0.46
C 0.730 -1.925 -0.186 -1.05
C 0.096 1.145 1.407 -0.20
C 0.265 -0.159 3.428 0.01
C -2.038 2.138 0.625 -0.57
B 1.949 -1.623 0.750 1.16
H 3.239 -0.198 -4.867 0.20
H -1.610 -0.424 4.399 0.24
H 0.260 0.300 -2.483 0.19
H -2.465 1.934 -1.563 0.15
H 1.442 -0.213 5.181 0.26
H 1.292 -1.375 -3.965 0.20
H 0.802 -2.949 -0.560 0.25
H 0.214 -2.865 7.114 0.22
H -1.509 3.076 0.445 0.26
H -3.468 0.125 3.784 0.20
H -3.559 1.804 3.319 0.23
H 3.078 1.506 -6.569 0.21
H 3.260 0.858 -2.818 0.22
H 1.929 -1.392 3.971 0.27
H 0.667 -1.267 -1.049 0.26
H -3.557 -1.613 2.210 0.20
H 0.186 -0.323 -4.812 0.20
H -4.442 -1.317 0.698 0.23
H 2.344 2.122 -5.108 0.19
H -0.226 -1.870 0.344 0.25
H 0.825 0.982 -7.517 0.21
H -3.004 2.419 1.037 0.26
H 0.544 1.591 0.529 0.26
H 2.569 -0.475 -1.890 0.19
H -0.341 -1.099 7.016 0.20
H -5.299 -1.272 2.235 0.20
H 0.057 1.617 -6.057 0.19
H 0.931 1.615 -3.424 0.20
H 2.292 1.193 -1.388 0.19
H 0.978 2.689 -7.104 0.21
H -0.190 -2.770 4.565 0.20
H 2.192 -0.753 -6.147 0.21
H 1.813 -3.272 1.723 0.50
H -4.900 0.965 1.708 0.39
```

Results
- total charge = +1
- spin multiplicity = 1
- DFT total energy (eV) = -33132.42285

Entry 5:
DFT (the ωB97M-V functional and the def2-TZVPD basis) results for a structure of composition C20H34BrNO10P2 in a non-equilibrium geometry.

The geometry in XYZ format:
```
68
Properties=species:S:1:pos:R:3:nbo_charge:R:1
Br 2.408 2.822 2.738 0.23
P -2.347 2.163 -5.376 2.44
P 2.897 -4.301 4.385 2.44
O -2.600 0.787 -5.892 -0.99
O 3.610 -4.140 5.857 -0.82
O -1.917 3.755 -5.413 -0.74
O 1.240 0.021 0.907 -0.48
O 2.276 4.057 -0.398 -0.48
O 2.806 -2.742 3.934 -0.80
O 1.415 -4.268 5.113 -0.74
O -1.649 1.921 -3.926 -0.80
O 4.032 -4.848 3.587 -1.00
O -3.860 2.593 -4.902 -0.82
N 2.222 2.135 0.978 -0.55
C 1.093 1.201 0.928 0.67
C -5.532 0.895 -4.475 -0.63
C 0.707 2.475 -4.180 -0.63
C -1.495 1.667 1.083 -0.15
C 1.409 -6.258 6.563 -0.64
C -1.954 4.445 -6.685 -0.08
C 2.343 -2.426 2.616 -0.07
C 0.765 -5.528 5.399 -0.08
C 0.145 3.328 0.462 -0.05
C -3.371 4.735 -7.143 -0.64
C -0.779 4.335 0.311 -0.21
C -2.118 3.981 0.545 -0.17
C -0.170 2.008 0.859 -0.19
C -5.015 1.946 -5.436 -0.06
C 0.833 -2.540 2.503 -0.64
C -2.451 2.672 0.904 -0.20
C 6.022 -4.039 6.037 -0.63
C 4.777 -4.886 6.199 -0.06
C 1.669 3.280 0.271 0.64
C -0.318 1.399 -3.873 -0.07
H 6.087 -3.623 5.031 0.22
H 0.764 -6.153 4.502 0.17
H 0.345 -1.971 3.295 0.21
H -3.498 2.424 1.052 0.22
H -0.272 -5.293 5.637 0.19
H 0.540 3.352 -3.554 0.22
H -6.372 0.352 -4.911 0.21
H -5.774 2.719 -5.579 0.17
H -0.159 1.029 -2.860 0.18
H 5.999 -3.196 6.730 0.21
H 1.543 -5.589 7.412 0.23
H -1.757 0.654 1.371 0.23
H -2.871 4.749 0.413 0.23
H 2.837 -3.069 1.882 0.18
H -3.364 5.407 -8.002 0.22
H -1.411 5.379 -6.545 0.19
H -3.885 3.818 -7.442 0.21
H -4.806 1.516 -6.416 0.19
H -5.861 1.362 -3.546 0.20
H 2.394 -6.643 6.290 0.21
H 1.718 2.105 -4.007 0.22
H 0.632 2.792 -5.223 0.20
H 0.491 -2.172 1.538 0.23
H 6.920 -4.628 6.231 0.21
H 4.668 -5.183 7.245 0.17
H 2.650 -1.402 2.416 0.20
H -0.462 5.331 0.021 0.24
H -1.417 3.861 -7.436 0.18
H 4.844 -5.802 5.610 0.19
H 0.793 -7.105 6.868 0.22
H -4.751 0.181 -4.215 0.22
H -0.220 0.550 -4.555 0.18
H -3.952 5.187 -6.340 0.23
H 0.514 -3.581 2.606 0.19
```

Results
- spin multiplicity = 1
- DFT total energy (eV) = -131877.20946

Entry 6:
DFT (the ωB97M-V functional and the def2-TZVPD basis) results for a structure of composition C20H34MnO14 in a non-equilibrium geometry.

The geometry in XYZ format:
```
69
Properties=species:S:1:pos:R:3:nbo_charge:R:1
Mn -0.252 -0.003 1.011 1.60
O -0.250 -4.109 -0.108 -0.48
O -3.483 0.668 -1.977 -0.49
O 1.469 0.005 2.275 -1.02
O -2.591 -1.174 -2.806 -0.51
O 0.924 4.072 -0.078 -0.46
O -1.836 0.495 2.306 -1.01
O -0.480 -2.179 1.103 -0.64
O -1.431 -4.098 1.705 -0.46
O 1.167 -0.515 -0.661 -0.62
O -1.721 -0.377 -0.853 -0.59
O 0.284 1.914 0.234 -0.65
O 3.268 -1.165 -1.224 -0.47
O 2.618 0.875 -1.641 -0.48
O -0.311 3.520 1.698 -0.44
C 0.414 -6.325 -0.435 -0.64
C 4.775 2.044 -1.984 -0.64
C -3.964 -0.855 2.038 -0.63
C -2.491 -0.272 -1.759 1.03
C 4.443 -0.458 -1.545 -0.09
C 3.866 -0.175 1.784 -0.64
C 0.763 5.017 3.171 -0.63
C 2.257 -0.323 -1.138 1.02
C -0.683 -3.371 0.930 1.02
C 0.054 4.896 1.844 0.06
C -3.587 -0.875 -3.779 -0.08
C 0.252 3.111 0.516 1.01
C -0.748 -5.436 -0.105 0.07
C -3.230 0.349 2.637 -0.03
C -4.430 1.540 -4.019 -0.63
C 3.893 0.792 -2.173 0.07
C 2.769 0.023 2.815 -0.02
C -1.409 -5.485 1.290 -0.09
C -4.305 0.318 -3.090 0.07
C 0.930 5.238 0.667 -0.09
H 1.682 4.434 3.127 0.22
H 0.211 -7.395 -0.403 0.22
H 0.455 6.099 0.197 0.19
H -3.105 -0.553 -4.703 0.19
H -5.039 -0.884 2.218 0.19
H 3.756 0.450 0.898 0.17
H -0.887 5.438 1.932 0.19
H 4.826 -0.038 2.281 0.19
H 0.860 6.077 3.409 0.21
H 1.269 -6.158 0.220 0.23
H -3.747 -0.948 0.974 0.18
H 3.725 -1.204 1.452 0.20
H 3.817 0.586 -3.240 0.17
H -4.898 1.320 -4.979 0.22
H -3.569 -1.821 2.354 0.19
H 2.826 -0.749 3.583 0.13
H 5.185 2.257 -0.997 0.22
H 4.200 2.908 -2.317 0.23
H -3.780 1.148 2.141 0.12
H -2.448 -5.817 1.298 0.20
H -3.439 1.971 -4.157 0.22
H 5.078 -0.264 -0.681 0.20
H 2.877 0.928 3.413 0.12
H -5.287 0.071 -2.685 0.19
H -3.466 0.343 3.701 0.13
H -4.275 -1.700 -3.961 0.20
H -1.589 -5.560 -0.787 0.18
H 1.900 5.554 1.053 0.19
H 5.093 -0.991 -2.239 0.20
H 5.650 2.064 -2.634 0.22
H -5.033 2.363 -3.635 0.23
H -0.807 -6.057 1.996 0.19
H 0.923 -6.108 -1.374 0.24
H 0.091 4.556 3.895 0.24
```

Results
- ⟨S²⟩ = 8.753
- spin multiplicity = 6
- energy above the lowest of the compared OMol25 structures with the same formula, charge and spin (eV) = 2.026

Entry 7:
DFT (the ωB97M-V functional and the def2-TZVPD basis) results for a structure of composition C20H34N3O3Yb in a non-equilibrium geometry.

The geometry in XYZ format:
```
61
Properties=species:S:1:pos:R:3:nbo_charge:R:1
Yb 0.585 -0.241 0.174 1.55
O -0.191 1.343 1.709 -0.71
O 2.223 0.295 1.704 -0.58
O 2.152 -1.885 0.275 -0.75
N 0.594 3.468 1.578 -0.35
N -1.393 -1.027 -0.222 -0.56
N 4.367 -2.343 0.645 -0.34
C -3.267 -0.477 -1.682 -0.19
C 5.582 -2.214 1.488 -0.42
C -1.883 -0.436 -1.344 0.22
C -1.030 0.368 -2.183 -0.25
C -5.186 0.442 -2.944 -0.65
C -0.465 1.204 -4.552 -0.63
C -2.809 0.890 -3.628 -0.16
C 1.636 4.487 1.519 -0.43
C -3.732 0.268 -2.812 0.03
C 0.772 2.169 1.887 0.65
C -3.279 -0.855 1.518 -0.60
C -2.085 -1.722 0.846 0.10
C -2.738 -2.975 0.328 -0.62
C -1.421 0.871 -3.408 0.05
C 3.361 -0.491 1.933 -0.16
C -0.982 -1.982 1.917 -0.63
C -0.651 3.901 0.991 -0.44
C 4.340 -3.319 -0.413 -0.43
C 3.274 -1.605 0.866 0.67
C 2.139 1.615 2.260 -0.15
H -1.417 3.127 1.247 0.25
H 4.599 -4.288 0.036 0.23
H 1.179 5.406 1.896 0.24
H -0.645 3.949 -0.111 0.22
H -4.133 -0.803 0.841 0.22
H 0.531 1.455 -4.177 0.22
H -0.954 4.862 1.454 0.24
H 5.047 -3.034 -1.154 0.22
H -1.362 -2.646 2.696 0.26
H 0.027 0.586 -1.858 0.13
H 3.323 -3.315 -0.856 0.25
H 2.960 2.238 1.852 0.22
H -0.119 -2.464 1.473 0.22
H 1.931 4.704 0.460 0.22
H -5.714 -0.494 -3.080 0.25
H -0.622 -0.998 2.414 0.22
H -0.899 2.027 -5.149 0.24
H 2.227 1.478 3.370 0.24
H -3.310 -3.433 1.169 0.24
H 6.427 -1.918 0.809 0.23
H -3.988 -1.088 -1.108 0.23
H 2.546 4.228 2.126 0.22
H -3.571 -1.431 2.434 0.23
H 4.309 0.123 1.798 0.22
H -5.369 1.097 -3.800 0.23
H -2.053 -3.695 -0.104 0.23
H 5.794 -3.176 2.004 0.24
H 3.378 -0.870 3.015 0.24
H 5.486 -1.450 2.242 0.21
H -2.890 0.116 1.805 0.22
H -3.175 1.398 -4.483 0.23
H -3.469 -2.655 -0.469 0.21
H -5.640 0.899 -2.049 0.24
H -0.348 0.318 -5.191 0.25
```

Results
- total charge = +2
- ⟨S²⟩ = 0.794
- spin multiplicity = 2
- DFT total energy (eV) = -63420.42000